DFT (ωB97M-V/def2-TZVPD) results for C5H13NO in the gas phase in a non-equilibrium geometry.

CARTESIAN COORDINATES (ANGSTROEM)
C 0.507 0.092 -0.257
C -1.341 -0.155 1.205
C 1.482 -0.168 0.887
C 0.377 -1.120 -1.165
C 0.942 1.333 -1.031
N -1.206 0.573 0.072
O -3.058 -0.207 0.953
H -3.208 -0.924 0.319
H -1.709 1.447 -0.019
H -1.308 0.384 2.151
H -1.042 -1.195 1.305
H -0.323 -0.937 -1.983
H 0.974 2.219 -0.388
H 1.524 0.670 1.589
H 1.260 -1.086 1.435
H 2.494 -0.307 0.483
H 1.345 -1.350 -1.628
H 0.046 -2.005 -0.615
H 1.955 1.195 -1.430
H 0.290 1.539 -1.882

Its lowest unoccupied orbital energy is 0.743 eV. The HOMO energy comes out at -8.25 eV. Its SMILES is CC(C)(C)NCO. The orbital gap is 0.33060 hartree. As for the spin multiplicity: 1.

Listed below, in e, are the Mulliken charges computed for each atom:
1 C 1.555
2 C -0.308
3 C -1.574
4 C -1.496
5 C -1.729
6 N -0.233
7 O -0.658
8 H 0.266
9 H 0.221
10 H 0.224
11 H 0.282
12 H 0.350
13 H 0.378
14 H 0.387
15 H 0.373
16 H 0.426
17 H 0.415
18 H 0.319
19 H 0.400
20 H 0.401

DFT (ωB97M-V/def2-TZVPD) results for 2 unconnected molecules or ions with the total composition C5H13NO in a non-equilibrium geometry.

CARTESIAN COORDINATES (ANGSTROEM)
C -1.579 -0.338 -0.417
C -0.237 0.400 -0.246
C 0.220 1.054 -1.538
C -0.475 2.074 -2.054
C 1.498 0.604 -2.239
N -1.714 -1.705 0.092
H -2.409 0.198 0.139
H -1.966 -0.292 -1.444
H -0.430 1.128 0.543
H 0.558 -0.203 0.187
H -0.214 2.354 -3.070
H -1.303 2.492 -1.519
H 1.218 0.276 -3.243
H 1.940 -0.213 -1.686
H 2.039 1.556 -2.355
H -1.284 -2.518 -0.333
H -1.587 -1.808 1.090
H 1.304 -1.147 5.668
H 2.388 -0.673 4.964
O 1.845 -1.483 4.933

Its lowest unoccupied orbital energy is 0.754 eV. The HOMO energy comes out at -8.65 eV. Its SMILES is C=C(C)CCN.O. The orbital gap is 0.34542 hartree. As for the spin multiplicity: 1.

Listed below, in e, are the Mulliken charges computed for each atom:
1 C -0.512
2 C -0.832
3 C 0.821
4 C -1.052
5 C -1.313
6 N -0.570
7 H 0.264
8 H 0.433
9 H 0.323
10 H 0.407
11 H 0.304
12 H 0.322
13 H 0.302
14 H 0.368
15 H 0.351
16 H 0.187
17 H 0.196
18 H 0.314
19 H 0.315
20 O -0.630

DFT (ωB97M-V/def2-TZVPD) results for 2 unconnected molecules or ions with the total composition C5H13NO in a non-equilibrium geometry.

CARTESIAN COORDINATES (ANGSTROEM)
C 1.865 -1.066 1.218
N 0.726 -1.626 0.375
C -0.427 -1.101 -0.220
C -0.805 -1.451 -1.517
C -2.052 -1.018 -2.279
C -1.173 -0.087 0.700
H 2.563 -0.616 0.497
H 1.503 -0.309 1.921
H 2.394 -1.702 1.863
H 0.931 -2.533 -0.032
H -0.542 -2.527 -1.765
H -1.858 -0.957 -3.394
H -3.009 -1.657 -2.153
H -2.284 0.045 -1.850
H -2.166 0.246 0.468
H -0.574 0.818 0.706
H -1.105 -0.210 1.823
H 2.608 5.303 1.681
H 1.334 5.574 1.013
O 2.070 4.874 0.948

Its lowest unoccupied orbital energy is 0.783 eV. The HOMO energy comes out at -7.30 eV. Its SMILES is C/C=C(\C)NC.O. The orbital gap is 0.29710 hartree. As for the spin multiplicity: 1.

Listed below, in e, are the Mulliken charges computed for each atom:
1 C -0.841
2 N -0.311
3 C 0.740
4 C -0.436
5 C -0.842
6 C -1.300
7 H 0.299
8 H 0.256
9 H 0.343
10 H 0.202
11 H 0.154
12 H 0.279
13 H 0.209
14 H 0.207
15 H 0.354
16 H 0.347
17 H 0.341
18 H 0.322
19 H 0.325
20 O -0.647

DFT (ωB97M-V/def2-TZVPD) results for 2 unconnected molecules or ions with the total composition C5H13NO in a non-equilibrium geometry.

CARTESIAN COORDINATES (ANGSTROEM)
C 1.448 0.030 2.086
C 2.089 -0.817 0.998
C 1.063 -1.499 0.058
C 0.205 -0.818 -2.283
C 0.289 -0.644 -0.945
N 0.443 -0.842 2.933
H 2.213 0.599 2.725
H 0.870 0.744 1.584
H 2.852 -1.550 1.325
H 2.720 -0.079 0.401
H 1.707 -2.117 -0.519
H 0.377 -2.344 0.514
H 0.064 -0.100 -3.028
H 0.285 -1.898 -2.427
H -0.118 0.274 -0.442
H -0.031 -0.220 3.536
H 0.971 -1.426 3.502
H -4.429 2.890 -3.188
H -5.268 3.745 -2.139
O -4.485 3.732 -2.733

Its lowest unoccupied orbital energy is 0.937 eV. The HOMO energy comes out at -9.06 eV. Its SMILES is C=CCCCN.O. The orbital gap is 0.36740 hartree. As for the spin multiplicity: 1.

Listed below, in e, are the Mulliken charges computed for each atom:
1 C -0.623
2 C -0.605
3 C -0.468
4 C -0.743
5 C -0.079
6 N -0.554
7 H 0.295
8 H 0.350
9 H 0.342
10 H 0.255
11 H 0.383
12 H 0.294
13 H 0.315
14 H 0.230
15 H 0.193
16 H 0.216
17 H 0.200
18 H 0.321
19 H 0.326
20 O -0.648

DFT (ωB97M-V/def2-TZVPD) results for 2 unconnected molecules or ions with the total composition C5H13NO in a non-equilibrium geometry.

CARTESIAN COORDINATES (ANGSTROEM)
C -0.555 2.815 -1.202
C -0.670 2.092 0.137
C 0.701 1.696 0.722
C 1.177 0.257 0.407
C 0.129 -1.800 0.708
N 0.097 -0.672 0.158
H -1.315 2.587 -1.945
H 0.373 2.471 -1.676
H -0.397 3.886 -1.124
H -1.343 1.242 0.006
H -1.134 2.697 0.916
H 0.540 1.648 1.779
H 1.460 2.426 0.451
H 1.759 0.241 -0.523
H 1.810 -0.113 1.207
H 0.936 -2.022 1.414
H -0.694 -2.457 0.444
H -1.646 -5.848 -0.274
H -0.447 -5.706 -1.239
O -0.777 -5.440 -0.368

Its lowest unoccupied orbital energy is 0.863 eV. The HOMO energy comes out at -9.35 eV. Its SMILES is C=NCCCC.O. The orbital gap is 0.37549 hartree. As for the spin multiplicity: 1.

Listed below, in e, are the Mulliken charges computed for each atom:
1 C -1.202
2 C -0.324
3 C -0.879
4 C -0.563
5 C -0.343
6 N -0.293
7 H 0.328
8 H 0.312
9 H 0.312
10 H 0.304
11 H 0.355
12 H 0.366
13 H 0.380
14 H 0.260
15 H 0.472
16 H 0.233
17 H 0.279
18 H 0.317
19 H 0.318
20 O -0.631

DFT (ωB97M-V/def2-TZVPD) results for 2 unconnected molecules or ions with the total composition C5H13NO in a non-equilibrium geometry.

CARTESIAN COORDINATES (ANGSTROEM)
C -0.080 -1.893 -1.589
N 1.041 -1.099 -1.130
C 0.807 0.328 -0.980
C -1.478 2.129 1.597
C -0.367 1.804 0.643
C -0.277 0.654 0.018
H -0.548 -2.461 -0.785
H -0.822 -1.250 -2.084
H 0.215 -2.608 -2.357
H 1.940 -1.309 -1.524
H 0.623 0.778 -1.952
H 1.750 0.807 -0.685
H -1.792 1.232 2.121
H -1.207 2.877 2.346
H -2.366 2.492 1.070
H 0.376 2.549 0.361
H -0.923 -0.189 0.266
H 0.859 -1.800 0.811
H 1.257 -1.079 2.091
O 0.992 -1.964 1.762

Its lowest unoccupied orbital energy is 0.967 eV. The HOMO energy comes out at -8.89 eV. Its SMILES is C/C=C/CNC.O. The orbital gap is 0.36219 hartree. As for the spin multiplicity: 1.

Listed below, in e, are the Mulliken charges computed for each atom:
1 C -0.862
2 N -0.287
3 C -0.765
4 C -1.184
5 C -0.138
6 C -0.091
7 H 0.246
8 H 0.277
9 H 0.376
10 H 0.203
11 H 0.335
12 H 0.389
13 H 0.315
14 H 0.335
15 H 0.277
16 H 0.343
17 H 0.304
18 H 0.334
19 H 0.311
20 O -0.717